# 1
C5H12O | the ωB97M-V functional and the def2-TZVPD basis

Summary:
ΔE to the lowest compared entry with this formula, charge and spin ... 125.1 kJ/mol
SMILES ... CCCO.C=C
Charge ... 0
Spin multiplicity ... 1

Geometry as XYZ:
```
18
Properties=species:S:1:pos:R:3:forces:R:3
C -0.6917 -1.0378 -2.7127 0.0 -0.1 0.0
C -0.6857 0.2735 -1.9332 0.0 0.1 0.0
C -0.1874 0.1065 -0.5084 0.0 -0.4 -0.3
O -0.2326 1.3672 0.1221 0.1 0.1 0.3
C 0.3066 0.0064 3.0574 0.2 0.0 0.0
C 1.5309 0.4595 2.8022 -0.1 -0.1 0.1
H -1.0527 -0.8875 -3.7352 0.1 0.0 0.2
H -1.3428 -1.7810 -2.2367 0.1 0.1 -0.1
H 0.3149 -1.4685 -2.7761 -0.1 0.1 0.0
H -1.6947 0.7009 -1.8923 0.1 -0.1 0.0
H -0.0501 1.0145 -2.4326 -0.1 -0.1 0.1
H -0.8202 -0.6309 0.0176 0.1 0.2 -0.1
H 0.8389 -0.3022 -0.5217 -0.1 0.1 0.0
H -0.0907 -0.8754 2.5587 0.1 0.1 0.1
H -0.3460 0.4949 3.7768 0.1 -0.1 -0.1
H 1.9314 1.3378 3.3027 -0.1 -0.1 -0.1
H 0.0884 1.2539 1.0276 -0.1 0.1 -0.1
H 2.1835 -0.0320 2.0838 -0.1 0.1 0.1
```
Positions in Å, forces in eV/Å.

=====

# 2
ClH4NSi | the ωB97M-V functional and the def2-TZVPD basis

Summary:
ΔE to the lowest compared entry with this formula, charge and spin ... 81.7 kJ/mol
SMILES ... N[SiH2]Cl
Charge ... 0
Spin multiplicity ... 1

Geometry as XYZ:
```
7
Properties=species:S:1:pos:R:3:forces:R:3
N 1.2209 0.0454 0.0064 -3.8 -1.5 0.9
Si -0.7140 -0.2417 0.2259 4.1 5.3 0.1
Cl -1.5318 1.0833 -1.1654 -0.2 -0.6 -0.2
H 1.5876 0.9477 -0.2942 -0.2 -0.8 -0.1
H 1.6651 -0.8158 -0.3122 0.2 0.9 -0.1
H -1.2250 0.5524 1.4181 0.4 -1.1 -0.3
H -1.0028 -1.5713 0.1215 -0.5 -2.3 -0.3
```
Positions in Å, forces in eV/Å.

=====

# 3
C5H10N2O | the ωB97M-V functional and the def2-TZVPD basis

Summary:
ΔE to the lowest compared entry with this formula, charge and spin ... 303.2 kJ/mol
Charge ... 0
Spin multiplicity ... 1

Geometry as XYZ:
```
18
Properties=species:S:1:pos:R:3:forces:R:3
C 1.0683 -0.2723 1.3004 0.0 0.0 -0.2
C -1.1915 1.0860 1.1268 0.0 0.0 0.0
C 1.3503 0.4795 0.0396 -0.4 -0.3 0.0
C -0.1982 0.1237 0.5516 0.3 0.2 -0.1
N 1.2298 -0.5810 -1.1062 -0.3 0.0 0.3
N -1.4495 -0.5456 -1.4264 0.1 0.0 0.0
C -0.4947 -0.8521 -0.4974 0.4 0.0 -0.2
O 1.9467 1.5481 -0.1791 -0.1 -0.1 0.0
H 1.1711 -0.0909 -1.9955 0.0 0.0 0.1
H 2.0042 -1.2482 -1.1408 -0.1 0.1 0.0
H -1.5797 0.4246 -1.6677 0.0 0.0 0.0
H -1.6519 -1.2057 -2.1583 0.0 0.0 0.1
H 1.3034 -1.3319 1.4294 0.0 0.0 0.0
H 1.2669 0.3248 2.1819 0.0 0.0 0.0
H -0.4414 -1.9239 -0.2987 0.0 0.0 0.0
H -1.7468 0.6672 1.9741 0.0 0.0 0.0
H -1.9242 1.4216 0.3892 0.0 0.0 0.0
H -0.6628 1.9762 1.4774 0.0 0.0 0.0
```
Positions in Å, forces in eV/Å.

=====

# 4
C21H22ClN3O5S2 | the ωB97M-V functional and the def2-TZVPD basis

Summary:
ΔE to the lowest compared entry with this formula, charge and spin ... 0.0 kJ/mol
SMILES ... O=C(CN1C(=O)CCSc2ccc(S(=O)(=O)N3CCOCC3)cc21)Nc1ccccc1Cl
Charge ... 0
Spin multiplicity ... 1

Geometry as XYZ:
```
54
Properties=species:S:1:pos:R:3:forces:R:3
O 1.4175 0.5269 1.6172 0.2 -0.1 0.2
C 1.0089 1.5356 1.0930 0.4 0.3 -0.2
N -0.1655 2.1489 1.3921 -0.3 0.3 0.1
C -1.1006 1.6987 2.3413 0.0 -0.2 0.2
C -1.5739 2.5882 3.3013 0.0 -0.1 -0.1
C -2.4823 2.1795 4.2578 0.0 0.0 0.0
C -2.9289 0.8682 4.2712 0.0 0.0 0.0
C -2.4889 -0.0215 3.3090 0.0 0.0 0.0
C -1.5910 0.3941 2.3381 0.0 0.1 0.1
Cl -1.1426 -0.7120 1.0938 -0.2 -0.2 0.0
H -2.8463 -1.0388 3.2936 0.0 -0.1 0.0
H -3.6288 0.5391 5.0232 -0.1 0.0 0.1
H -2.8355 2.8821 4.9965 0.0 0.1 0.1
H -1.2122 3.6057 3.2901 0.1 0.1 0.0
H -0.3228 3.0766 1.0219 0.0 -0.1 -0.1
C 1.7605 2.2531 -0.0289 0.1 0.0 0.2
N 0.9054 2.3533 -1.1996 0.5 -0.2 0.2
C 0.6280 3.5837 -1.7197 -0.1 0.0 -0.5
O 1.0118 4.6045 -1.1907 0.0 0.4 0.1
C -0.1692 3.5644 -3.0108 0.0 0.2 0.1
C -1.6553 3.6355 -2.7007 -0.3 -0.4 0.1
H -1.9267 4.6111 -2.2994 0.0 0.0 0.0
H -2.2579 3.4261 -3.5850 0.1 0.1 0.0
S -2.1395 2.4469 -1.3863 0.1 0.0 -0.2
C -1.0921 1.0623 -1.7773 -0.2 0.4 0.1
C -1.6853 -0.1424 -2.1267 0.2 0.0 -0.1
C -0.9089 -1.2726 -2.3152 -0.1 -0.1 0.0
C 0.4602 -1.1747 -2.1620 0.4 -0.5 0.0
C 1.0674 0.0170 -1.8285 0.1 0.3 0.0
C 0.2971 1.1576 -1.6305 -0.3 -0.5 -0.2
H 2.1407 0.0376 -1.7345 0.2 0.1 0.0
S 1.4930 -2.6405 -2.2859 0.0 -0.1 0.1
O 0.8436 -3.5827 -3.1467 -0.3 0.1 0.2
O 2.8271 -2.2178 -2.5883 0.0 0.3 0.3
N 1.5063 -3.2878 -0.7635 0.1 0.2 -1.0
C 0.2860 -3.9094 -0.3058 -0.4 -0.4 0.2
H -0.1194 -4.4867 -1.1362 -0.1 -0.1 0.2
C 0.6348 -4.8141 0.8794 -0.2 0.0 -0.3
O 1.2663 -4.0838 1.9025 -0.1 0.0 0.2
C 2.4558 -3.4827 1.4449 0.2 0.2 -0.2
H 2.8615 -2.9274 2.2912 0.1 0.0 -0.1
C 2.1855 -2.5376 0.2711 0.3 0.2 0.5
H 3.1197 -2.1702 -0.1519 0.1 0.0 0.2
H 1.5797 -1.6911 0.6223 0.1 0.0 0.0
H 3.1675 -4.2598 1.1290 0.0 0.1 0.0
H -0.2688 -5.2396 1.3188 0.0 0.0 -0.1
H 1.2945 -5.6225 0.5310 -0.1 0.0 0.0
H -0.4456 -3.1537 0.0165 0.0 -0.1 0.0
H -1.3438 -2.2206 -2.5864 -0.1 -0.1 0.0
H -2.7592 -0.1862 -2.2196 -0.1 0.0 0.0
H 0.0626 2.6647 -3.5839 0.0 0.1 0.0
H 0.1120 4.4425 -3.5953 0.1 -0.1 0.1
H 2.6747 1.6985 -0.2537 -0.1 0.0 0.1
H 2.0229 3.2738 0.2660 0.0 -0.2 0.0
```
Positions in Å, forces in eV/Å.

=====

Table of energy (a.u.), in record order: -272.90101; -806.86729; -381.16995; -2610.50869
Table of gap between HOMO and LUMO (eV), in record order: 11.181; 10.446; 7.514; 9.159
Table of LUMO level (eV), in record order: 1.1; 0.9; 0.6; 0.1